Molecular formula: C28H36GeN4ORhS
Method: DFT, the ωB97M-V functional and the def2-TZVPD basis

Last column: Mulliken spin population.
Geometry (Å):
Rh (-0.087, 0.326, 0.706)  1.656
S (-0.145, 4.396, 2.450)  0.029
C (0.929, 3.412, 3.397)  0.161
C (1.143, 2.206, 2.924)  -0.075
C (0.353, 1.897, 1.779)  0.279
C (-0.429, 2.989, 1.499)  0.221
C (-1.282, 2.854, 0.322)  0.044
C (-1.743, 3.927, -0.470)  0.099
C (-2.601, 3.730, -1.494)  -0.006
C (-2.912, 2.412, -1.798)  0.090
C (-2.210, 1.354, -1.201)  0.063
N (-1.472, 1.527, -0.122)  0.047
H (1.518, 3.846, 4.193)  0.004
H (1.882, 1.535, 3.475)  0.002
H (-1.497, 4.959, -0.153)  0.002
H (-3.320, 4.571, -1.793)  0.001
H (-3.510, 2.099, -2.644)  0.003
H (-2.333, 0.294, -1.412)  0.012
N (-0.554, -0.884, 2.445)  0.161
C (0.438, -2.021, 2.646)  0.005
C (0.108, -3.152, 1.691)  -0.014
C (0.339, -2.640, 0.236)  0.063
N (-0.572, -1.552, -0.144)  0.000
H (-0.580, -0.297, 3.301)  0.000
H (-1.497, -1.241, 2.149)  -0.021
H (0.336, -2.389, 3.702)  0.010
H (1.437, -1.601, 2.328)  0.002
H (-0.931, -3.472, 1.674)  -0.001
H (0.674, -4.093, 1.918)  -0.001
H (0.215, -3.473, -0.497)  0.006
H (1.321, -2.265, -0.007)  -0.049
H (-1.555, -1.717, 0.174)  0.007
H (-0.626, -1.507, -1.154)  0.006
C (-4.651, -4.129, -0.755)  0.000
N (-4.243, -3.494, 0.534)  0.000
C (-4.006, -4.423, 1.683)  0.000
C (-4.229, -2.167, 0.775)  0.000
C (-5.459, -1.272, 0.273)  0.001
O (-3.278, -1.678, 1.382)  -0.001
H (-4.816, -3.289, -1.449)  0.000
H (-5.564, -4.733, -0.628)  0.000
H (-3.837, -4.731, -1.222)  0.000
H (-4.977, -4.681, 2.161)  0.000
H (-3.353, -3.980, 2.475)  0.000
H (-3.510, -5.321, 1.387)  0.000
H (-6.361, -1.841, 0.313)  0.000
H (-5.265, -0.817, -0.660)  0.000
H (-5.600, -0.451, 0.958)  0.000
Ge (1.962, 1.201, -0.199)  0.024
C (2.914, -0.284, -1.025)  0.063
C (3.060, -0.291, -2.426)  0.008
C (4.024, -1.106, -3.046)  0.002
C (4.705, -2.034, -2.274)  0.016
C (4.375, -2.162, -0.951)  0.002
C (3.524, -1.270, -0.338)  0.039
C (2.584, 2.840, -1.301)  0.068
C (2.994, 3.850, -0.407)  0.157
C (4.002, 4.774, -0.778)  0.130
C (4.549, 4.730, -2.022)  0.091
C (4.184, 3.670, -2.867)  0.261
C (3.097, 2.867, -2.587)  0.187
H (2.739, 1.298, 1.167)  0.032
H (2.200, 0.186, -2.956)  0.002
H (4.173, -1.037, -4.170)  0.001
H (5.556, -2.599, -2.708)  0.000
H (4.734, -3.028, -0.302)  0.001
H (3.568, -1.341, 0.784)  0.000
H (2.526, 3.958, 0.601)  0.082
H (4.180, 5.522, -0.018)  -0.001
H (5.327, 5.467, -2.278)  0.006
H (4.696, 3.381, -3.789)  0.010
H (2.636, 2.385, -3.455)  0.012

## Properties
- Kohn-Sham gap (alpha / beta): 6.9943 / 3.3953 eV
- 2S+1: 5
- Calculated total energy: -3967.26583 hartree
- Net charge: +3
- Energy above the lowest of the compared OMol25 structures with the same formula, charge and spin: 2.2022 eV
- <S²>: 6.0432
- LUMO energy (alpha / beta): -8.75 / -12.35 eV